The following is a quantum chemistry calculation of C26H34N6O6SZr as an isolated structure, from the OMol25 dataset.

The geometry in ORCA input format:
```
! wB97M-V def2-TZVPD RIJCOSX def2/J DEFGRID3
* xyz 2 1
Zr -0.188 -0.182 -0.074
C -4.635 -1.117 0.469
N -4.050 -0.147 1.398
C -4.595 -0.114 2.760
C -2.886 0.390 1.157
O -2.289 0.292 0.033
C -2.271 1.322 2.185
O -1.066 1.825 1.635
C -1.239 3.034 0.924
C -0.553 2.919 -0.419
O 0.080 1.862 -0.677
N -0.608 3.915 -1.268
C 0.051 3.833 -2.576
C -1.270 5.189 -0.973
H -5.696 -0.906 0.356
H -4.506 -2.123 0.872
H -4.143 -1.042 -0.494
H -5.577 -0.575 2.745
H -4.706 0.907 3.120
H -3.944 -0.680 3.429
H -2.032 0.780 3.093
H -2.963 2.129 2.429
H -0.791 3.850 1.492
H -2.295 3.255 0.770
H 0.387 2.820 -2.758
H 0.898 4.518 -2.600
H -0.662 4.127 -3.344
H -1.768 5.171 -0.011
H -2.009 5.393 -1.746
H -0.533 5.991 -0.970
O 1.076 -1.761 0.572
C 1.309 -1.046 1.595
O 1.227 0.224 1.424
C 1.258 -1.657 2.930
C 2.297 -1.848 3.823
C 2.024 -2.436 5.048
C 0.722 -2.803 5.365
C -0.320 -2.592 4.469
C -0.062 -2.020 3.229
S -1.353 -1.722 2.038
H 3.306 -1.547 3.566
H 2.825 -2.605 5.755
H 0.511 -3.254 6.326
H -1.335 -2.873 4.727
C 5.287 -0.609 -3.902
C 4.038 -0.490 -3.077
C 3.182 -1.572 -2.877
C 2.070 -1.430 -2.079
N 1.729 -0.272 -1.488
C 2.553 0.768 -1.676
C 3.695 0.698 -2.445
H 5.258 -1.481 -4.552
H 6.156 -0.707 -3.247
H 5.442 0.282 -4.513
H 3.398 -2.534 -3.324
H 1.438 -2.283 -1.882
H 2.285 1.685 -1.176
H 4.321 1.576 -2.544
C -1.459 -0.971 -4.809
N -1.465 -1.818 -3.604
C -1.721 -3.160 -3.681
C -1.694 -3.959 -2.598
C -1.378 -3.363 -1.339
N -1.129 -2.046 -1.279
C -1.161 -1.288 -2.387
O -0.866 -0.074 -2.240
N -1.328 -4.057 -0.223
H -2.227 -1.326 -5.490
H -0.487 -1.013 -5.296
H -1.672 0.051 -4.522
H -1.949 -3.538 -4.668
H -1.906 -5.015 -2.680
H -1.501 -5.048 -0.223
H -1.161 -3.561 0.653
*
```

Properties
E_HOMO: -12.491 eV
Largest force on an atom: 1.235 eV/Å
LUMO: -5.08 eV
Electronic energy: -2236.18822 Eh